#w
DFT (wB97M-V/def2-TZVPD) results for CH5NOP2 as an isolated structure.

The geometry in ORCA input format:
```
! wB97M-V def2-TZVPD RIJCOSX def2/J DEFGRID3
* xyz 0 1
C -0.44 -1.23 0.58
N 0.13 1.59 0.21
O -1.47 -0.70 0.12
P 1.23 0.31 0.25
P -1.24 1.78 -0.71
H -0.53 -1.34 1.64
H -0.12 2.13 0.99
H 1.02 0.03 -1.20
H 0.15 -1.95 -0.08
H -0.93 0.78 -1.57
*
```

The value obtained for the frontier orbital gap (alpha / beta) is 6.8 / 6.8 eV. As for the HOMO energy (alpha / beta): -7.737 / -7.736 eV.

#x
DFT (wB97M-V/def2-TZVPD) results for one molecule with the formula CH5NOP2.

The geometry in ORCA input format:
```
! wB97M-V def2-TZVPD RIJCOSX def2/J DEFGRID3
* xyz 0 1
H 3.01 0.13 -0.02
P 1.85 0.56 0.51
C 1.03 -0.68 -0.41
O -0.26 -1.05 -0.38
P -1.29 -0.02 0.37
N -1.81 1.13 -0.51
H 1.56 -1.43 -1.07
H -2.40 -0.80 0.77
H -0.61 0.21 1.49
H -1.09 1.94 -0.74
*
```

The value obtained for the frontier orbital gap is 9.2 eV. As for the HOMO energy: -9.125 eV.

#y
DFT (wB97M-V/def2-TZVPD) results for one molecule with the formula CH5NOP2.

The geometry in ORCA input format:
```
! wB97M-V def2-TZVPD RIJCOSX def2/J DEFGRID3
* xyz 0 1
C -2.27 0.14 -0.04
P -0.92 -1.00 0.49
N 0.28 -0.13 -0.07
O 1.50 -0.72 0.36
P 2.98 0.05 0.38
H -3.19 -0.43 -0.35
H -2.47 0.65 0.88
H -2.03 0.88 -0.70
H 2.51 1.10 -0.32
H 3.61 -0.53 -0.65
*
```

The value obtained for the frontier orbital gap is 8.8 eV. As for the HOMO energy: -8.856 eV.

Stability ranking, top and bottom: #x is the most stable and #y is the least stable.

#w
DFT (wB97M-V/def2-TZVPD) results for an isolated ion of composition C3H10NOS and charge +1.

The geometry in ORCA input format:
```
! wB97M-V def2-TZVPD RIJCOSX def2/J DEFGRID3
* xyz 1 1
N -0.03 1.08 0.87
C 0.47 -0.17 0.03
C -0.54 -1.22 0.61
O -0.86 -0.92 1.94
C 0.09 0.01 -1.45
S 1.43 1.17 -2.04
H 0.57 1.85 0.85
H -0.90 1.42 0.68
H 0.02 0.78 1.96
H 1.58 -0.10 0.36
H -0.07 -2.34 0.44
H -1.57 -0.88 0.12
H -0.42 -1.54 2.64
H 0.14 -0.85 -2.16
H -0.88 0.37 -1.57
H 0.98 1.35 -3.28
*
```

The value obtained for the frontier orbital gap is 9.8 eV. As for the HOMO energy: -13.188 eV.

#x
DFT (wB97M-V/def2-TZVPD) results for an isolated ion of composition C3H10NOS and charge +1.

The geometry in ORCA input format:
```
! wB97M-V def2-TZVPD RIJCOSX def2/J DEFGRID3
* xyz 1 1
N -0.42 0.27 1.38
C 0.33 -0.09 -0.04
C -0.27 -1.43 -0.55
O -0.61 -2.23 0.65
C 0.26 1.11 -0.89
S 1.03 2.53 0.01
H -0.02 -0.11 2.29
H -0.40 1.32 1.39
H -1.34 -0.16 1.25
H 1.45 -0.15 0.34
H 0.43 -2.03 -1.17
H -1.09 -1.28 -1.12
H -1.31 -2.97 0.68
H 0.69 0.93 -2.02
H -0.71 1.61 -1.27
H 1.99 2.66 -0.94
*
```

The value obtained for the frontier orbital gap is 10.1 eV. As for the HOMO energy: -13.613 eV.

#y
DFT (wB97M-V/def2-TZVPD) results for an isolated ion of composition C3H10NOS and charge +1.

The geometry in ORCA input format:
```
! wB97M-V def2-TZVPD RIJCOSX def2/J DEFGRID3
* xyz 1 1
N 0.21 0.70 1.32
C -0.05 -0.20 0.12
C 1.19 -0.26 -0.79
O 2.26 -0.16 0.15
C -1.30 0.13 -0.69
S -2.83 -0.08 0.35
H -0.29 0.42 2.15
H 0.14 1.67 1.03
H 1.21 0.45 1.45
H -0.23 -1.16 0.59
H 1.11 -1.23 -1.26
H 1.25 0.61 -1.44
H 3.17 -0.33 -0.15
H -1.35 -0.42 -1.62
H -1.23 1.15 -1.08
H -3.25 -1.29 -0.13
*
```

The value obtained for the frontier orbital gap is 10.0 eV. As for the HOMO energy: -13.323 eV.

Stability ranking, top and bottom: #y is the most stable and #w is the least stable.

#w
DFT (wB97M-V/def2-TZVPD) results for one molecule with the formula C3H2N4O2.

The geometry in ORCA input format:
```
! wB97M-V def2-TZVPD RIJCOSX def2/J DEFGRID3
* xyz 0 1
O -1.57 1.11 1.97
C -1.54 0.45 0.95
N -0.36 0.19 0.24
N 0.78 0.64 0.77
C 1.79 0.35 0.03
N 1.77 -0.61 -1.02
N 0.73 -1.16 -1.33
C -0.49 -0.62 -0.88
O -1.48 -1.03 -1.37
H -2.43 -0.03 0.49
H 2.80 0.71 0.17
*
```

The value obtained for the frontier orbital gap is 8.3 eV. As for the HOMO energy: -10.045 eV.

#x
DFT (wB97M-V/def2-TZVPD) results for one molecule with the formula C3H2N4O2.

The geometry in ORCA input format:
```
! wB97M-V def2-TZVPD RIJCOSX def2/J DEFGRID3
* xyz 0 1
C -1.13 0.10 -0.36
C 0.89 0.51 -0.39
C 0.78 -0.38 0.75
H -2.75 -0.54 0.08
H -1.17 -0.96 1.49
N -0.31 0.66 -1.13
N 2.04 0.90 -0.87
N 3.11 1.13 -1.23
N -0.63 -0.50 0.79
O -2.43 0.00 -0.62
O 1.60 -0.90 1.50
*
```

The value obtained for the frontier orbital gap is 8.4 eV. As for the HOMO energy: -8.496 eV.

Stability ranking, top and bottom: #x is the most stable and #w is the least stable.

#w
DFT (wB97M-V/def2-TZVPD) results for a 2-piece molecular cluster, C3H10NS overall.

The geometry in ORCA input format:
```
! wB97M-V def2-TZVPD RIJCOSX def2/J DEFGRID3
* xyz -1 1
C -1.23 3.15 0.29
N -0.20 2.61 -0.71
H -1.71 3.97 -0.23
H -0.66 3.57 1.24
H -1.92 2.42 0.53
H -0.83 2.01 -1.34
H 0.55 2.21 -0.21
C 1.48 -2.73 0.33
C 0.59 -1.59 0.82
S -0.35 -0.84 -0.45
H 2.04 -2.37 -0.58
H 1.02 -3.71 0.14
H 2.26 -3.03 1.09
H 1.28 -0.91 1.29
H -0.04 -2.01 1.59
*
```

The value obtained for the frontier orbital gap is 6.4 eV. As for the HOMO energy: -2.260 eV.

#x
DFT (wB97M-V/def2-TZVPD) results for a 2-piece molecular cluster, C3H10NS overall.

The geometry in ORCA input format:
```
! wB97M-V def2-TZVPD RIJCOSX def2/J DEFGRID3
* xyz -1 1
C -1.28 -2.18 -1.31
S -1.39 -0.61 -2.09
H -0.55 -2.94 -1.94
H -2.30 -2.89 -1.28
H -0.89 -2.18 -0.23
C 0.89 2.25 2.71
N 1.61 1.27 1.63
C 1.42 0.05 0.83
H 0.93 3.31 2.55
H 1.20 2.06 3.72
H -0.14 1.98 2.59
H 2.50 1.68 1.41
H 0.99 0.22 -0.15
H 2.37 -0.39 0.67
H 0.60 -0.63 1.40
*
```

The value obtained for the frontier orbital gap is 5.5 eV. As for the HOMO energy: -2.046 eV.

Stability ranking, top and bottom: #w is the most stable and #x is the least stable.

#w
DFT (wB97M-V/def2-TZVPD) results for one molecule with the formula C2H2ClNO.

The geometry in ORCA input format:
```
! wB97M-V def2-TZVPD RIJCOSX def2/J DEFGRID3
* xyz 0 1
C -0.06 1.41 0.04
C 0.24 0.17 -0.02
N -0.55 -0.98 -0.08
O -1.77 -0.79 0.03
Cl 2.23 -0.32 -0.08
H 0.08 2.44 0.32
H -0.17 -1.94 -0.21
*
```

The value obtained for the frontier orbital gap (alpha / beta) is 9.0 / 7.0 eV. As for the HOMO energy (alpha / beta): -9.832 / -8.972 eV.

#x
DFT (wB97M-V/def2-TZVPD) results for a 2-piece molecular cluster, C2H2ClNO overall.

The geometry in ORCA input format:
```
! wB97M-V def2-TZVPD RIJCOSX def2/J DEFGRID3
* xyz 0 1
C 3.34 1.29 -2.15
C 2.91 0.83 -1.01
N 2.72 0.23 0.09
O 2.10 -0.15 1.06
H 3.69 1.92 -2.93
Cl -1.06 -0.32 0.69
H 0.21 -0.81 0.65
*
```

The value obtained for the frontier orbital gap (alpha / beta) is 7.2 / 7.2 eV. As for the HOMO energy (alpha / beta): -9.141 / -9.184 eV.

Stability ranking, top and bottom: #w is the most stable and #x is the least stable.

#w
DFT (wB97M-V/def2-TZVPD) results for a 2-piece molecular cluster, C3H9N2S overall.

The geometry in ORCA input format:
```
! wB97M-V def2-TZVPD RIJCOSX def2/J DEFGRID3
* xyz 1 1
C 0.82 -1.33 0.08
C 0.77 -0.43 -0.91
C -2.65 0.21 0.63
N 1.71 -1.21 1.13
N 1.52 0.67 -1.06
S -3.27 0.63 -0.79
H -2.05 0.94 1.10
H 0.17 -0.56 -1.83
H 0.29 -2.24 0.07
H -2.98 -0.66 1.06
H 1.84 -1.95 1.81
H 1.81 1.04 -0.22
H 2.53 -0.64 0.86
H 1.46 1.35 -1.89
H -4.11 -0.26 -0.97
*
```

The value obtained for the frontier orbital gap (alpha / beta) is 9.1 / 3.8 eV. As for the HOMO energy (alpha / beta): -12.776 / -10.270 eV.

#x
DFT (wB97M-V/def2-TZVPD) results for a 2-piece molecular cluster, C3H9N2S overall.

The geometry in ORCA input format:
```
! wB97M-V def2-TZVPD RIJCOSX def2/J DEFGRID3
* xyz 1 1
C -0.13 -0.91 0.35
C -0.42 2.08 -0.26
C 0.85 0.00 -0.16
N -0.29 -1.04 1.66
N -0.88 -1.62 -0.48
S 1.41 -0.23 -1.81
H -0.79 1.97 -1.26
H -1.12 1.95 0.54
H 0.41 2.74 -0.10
H 1.55 0.43 0.53
H 0.31 -0.55 2.31
H -0.96 -1.69 2.04
H -0.77 -1.54 -1.48
H -1.55 -2.30 -0.14
H 2.38 0.69 -1.75
*
```

The value obtained for the frontier orbital gap (alpha / beta) is 7.3 / 7.8 eV. As for the HOMO energy (alpha / beta): -12.473 / -12.400 eV.

Stability ranking, top and bottom: #x is the most stable and #w is the least stable.